C56H132AsF6N7O3 as an isolated structure at a distorted geometry, computed with ωB97M-V/def2-TZVPD.

```
205
C56H132AsF6N7O3, DFT ωB97M-V/def2-TZVPD
As 11.08462 9.35247 -12.36487
F 11.67063 9.60695 -10.73521
F 11.13134 11.07345 -12.70389
F 9.52820 9.64905 -11.65330
F 10.97760 7.67163 -11.93740
F 10.46421 8.99655 -13.94190
F 12.71809 9.22697 -12.90788
O 13.43071 11.51660 -16.86531
O 11.06300 7.19818 -7.67715
O 6.96144 14.65175 -13.74092
N 12.49101 4.03674 -11.77062
N 6.15230 7.01834 -14.62521
N 8.29096 12.83224 -15.78750
N 13.85580 14.32386 -12.31639
N 12.96378 5.34427 -5.77519
N 8.08734 14.36623 -5.42868
N 12.79204 8.78899 -17.61070
C 14.99438 4.71170 -4.36186
C 15.15771 7.96047 -18.22764
C 13.69376 15.82287 -12.33224
C 8.84594 13.66572 -18.11730
C 5.12169 7.84826 -15.39454
C 11.16358 7.07021 -16.65513
C 8.55197 15.80914 -5.29097
C 9.13593 12.64088 -17.03630
C 7.24938 14.29131 -6.69438
C 6.84538 13.05037 -16.11587
C 8.84443 14.02894 -15.00905
C 11.55467 5.89320 -5.61860
C 12.91300 3.97307 -6.36930
C 8.03163 3.71070 -15.42290
C 7.21990 7.92676 -14.11992
C 8.30887 14.31811 -13.61100
C 12.32776 7.35826 -17.57813
C 3.83053 7.05470 -15.41652
C 8.40812 11.56751 -14.98146
C 14.45706 18.10248 -11.59491
C 11.34898 4.10126 -10.80995
C 14.05286 10.46144 -16.17375
C 12.77394 13.70659 -13.13440
C 10.71051 6.10433 -6.86225
C 14.33656 12.29341 -11.21783
C 13.87892 7.65004 -6.32423
C 12.27824 3.57296 -14.19021
C 15.39438 12.43757 -12.31248
C 12.72007 2.56568 -12.11253
C 6.17819 11.95181 -16.91949
C 13.22357 2.55867 -13.53968
C 13.15447 9.25590 -16.19730
C 15.17076 13.84263 -12.91110
C 8.02592 14.84607 -3.09021
C 14.87273 6.87482 -10.51034
C 8.58587 16.08189 -3.76222
C 14.66506 16.59644 -11.44538
C 13.81674 13.68709 -10.94302
C 11.77195 9.62958 -18.33147
C 7.41868 4.79545 -14.52772
C 14.13775 12.73869 -16.79501
C 3.85270 6.35643 -14.03399
C 6.74661 5.85110 -15.38225
C 12.03972 4.64793 -13.10500
C 13.59016 5.24013 -4.40416
C 13.99924 8.87248 -18.54464
C 13.55315 6.23350 -10.93855
C 5.25799 6.55426 -13.47981
C 7.21173 14.17855 -4.21455
C 6.10083 14.58985 -12.61594
C 10.03062 7.43554 -8.65946
C 13.77714 6.20181 -6.72231
C 9.21372 13.40401 -5.44884
C 7.98097 14.51235 -8.00038
C 13.71913 4.73304 -11.23262
C 7.06899 14.30880 -9.21745
H 3.88879 6.30693 -16.20625
H 14.03576 4.13768 -10.37566
H 15.31423 11.66475 -13.07939
H 7.78956 7.41111 -13.35259
H 6.70266 14.03326 -16.55912
H 9.44124 11.40732 -14.67873
H 11.69503 6.83218 -5.08781
H 15.96558 14.47992 -12.53723
H 6.48621 15.05962 -6.55936
H 15.37706 6.23132 -9.78254
H 14.28750 9.91634 -18.60278
H 11.03643 5.04289 -13.02584
H 14.43129 4.57117 -12.04633
H 13.90309 3.55713 -6.51149
H 8.87004 15.18346 -13.22790
H 6.95340 13.23627 -9.39702
H 7.83412 16.47684 -5.75019
H 12.80795 5.36462 -13.37635
H 11.86655 13.86006 -12.54929
H 13.75170 13.45877 -17.50933
H 9.68244 13.63913 -18.81466
H 11.04053 5.14806 -10.76897
H 12.19842 7.08936 -18.62332
H 11.72399 2.12142 -12.12542
H 12.78918 6.16405 -10.15856
H 12.40424 3.33932 -5.64321
H 15.69973 5.44524 -4.76350
H 6.06115 13.61253 -12.11612
H 10.97691 5.99360 -16.60942
H 14.60564 8.16884 -6.94432
H 12.91959 8.15348 -6.40386
H 11.37093 3.14377 -14.61574
H 15.06959 13.91563 -13.98808
H 8.55690 13.51729 -12.89830
H 5.93320 11.07151 -16.31510
H 9.81878 13.48890 -4.55305
H 7.74148 11.60454 -14.12624
H 7.32386 3.36178 -16.17397
H 14.94271 6.89201 -18.27394
H 14.09621 13.13296 -15.77147
H 10.48652 3.57729 -11.20746
H 6.33223 14.79012 -4.41682
H 12.81321 4.03708 -15.01990
H 5.92753 5.38358 -15.92775
H 12.87667 4.67994 -3.79604
H 5.56238 5.67411 -12.92565
H 11.26197 7.41855 -15.63155
H 6.27796 13.11356 -15.19381
H 14.30615 10.75803 -15.14436
H 11.07009 5.16725 -4.96723
H 8.74230 12.41893 -5.45337
H 7.73388 8.41119 -14.94360
H 13.26950 1.61763 -14.07147
H 6.66777 13.36888 -6.60433
H 6.74217 8.73530 -13.56262
H 14.38420 16.31512 -10.42323
H 7.60314 14.59481 -10.12587
H 12.61836 14.20422 -14.09130
H 14.63852 7.77484 -9.94470
H 5.29340 7.35064 -12.73287
H 8.54082 14.84034 -15.66869
H 3.68789 5.28859 -14.16519
H 6.18083 15.42128 -11.91509
H 14.51863 14.18010 -10.27448
H 15.23616 18.66344 -11.08603
H 15.90245 8.06988 -19.01743
H 13.49229 18.42320 -11.20808
H 15.04360 10.24319 -16.59334
H 7.90679 16.91751 -3.57849
H 15.52194 7.01662 -11.36785
H 13.16956 6.80198 -17.16551
H 6.71882 11.55880 -17.78153
H 9.85075 6.52125 -9.23177
H 11.69076 3.78845 -9.82784
H 9.92766 13.94697 -14.94944
H 13.64621 8.59419 -19.53838
H 8.90410 11.63201 -17.37606
H 13.55341 11.60772 -11.53191
H 15.69129 16.26369 -11.59269
H 15.16932 3.75575 -4.84947
H 9.71934 6.25717 -6.40480
H 6.95448 13.15266 -3.96948
H 10.92279 9.73034 -17.65729
H 8.35002 15.54110 -8.03417
H 5.19780 12.29629 -17.24787
H 5.07830 14.64733 -12.99858
H 12.91924 12.65256 -13.34242
H 3.06146 6.77889 -13.42199
H 14.73585 5.68264 -6.74036
H 14.53354 18.33909 -12.65897
H 14.23304 7.69824 -5.29448
H 5.05430 8.75637 -14.80064
H 8.72883 14.69115 -17.77308
H 12.35793 4.04804 -7.29756
H 9.53938 16.46035 -3.40314
H 10.23574 7.40887 -17.13210
H 15.20464 12.61155 -17.01596
H 13.38134 6.07682 -7.73093
H 7.35004 14.98912 -2.25062
H 13.18386 6.74833 -11.82254
H 14.80223 11.92061 -10.30731
H 13.80750 16.10097 -13.38315
H 8.85557 13.87028 -8.11402
H 13.55960 6.22603 -3.93857
H 14.18727 3.06839 -13.44681
H 9.21204 7.90246 -8.11529
H 12.18333 10.61927 -18.48261
H 9.80182 13.51154 -6.35030
H 10.59159 5.20231 -7.47690
H 8.77075 14.10328 -2.79900
H 12.81286 13.80852 -10.54357
H 12.18751 9.39395 -15.71637
H 6.14354 14.87342 -9.14862
H 8.86753 4.12333 -15.99223
H 9.55491 15.91661 -5.69312
H 7.93396 13.41634 -18.65597
H 2.94441 7.65979 -15.57447
H 8.37968 2.90611 -14.78168
H 6.84303 4.39921 -13.69723
H 7.48713 6.31071 -16.03477
H 15.61205 8.15128 -17.25494
H 16.41932 12.32394 -11.96646
H 15.36854 4.60533 -3.34274
H 12.66805 16.04218 -12.03000
H 8.27932 5.25280 -14.01450
H 10.46054 8.11170 -9.40282
H 5.48230 8.04378 -16.40523
H 10.17528 12.61596 -16.70748
H 11.59742 9.15868 -19.29180
H 8.10454 10.77927 -15.66558
H 13.31030 2.09531 -11.33019
H 13.61391 8.37700 -15.74895
```

E_LUMO	-10.4	eV
electronic energy	-153873.7717	eV
total charge	+6
relative energy (zero: lowest compared OMol25 entry of this formula, charge and spin)	0.0000	eV

Mulliken atomic charge list, values in e, 99 entries:
1 As 2.585
2 F -0.628
3 F -0.590
4 F -0.524
5 F -0.714
6 F -0.425
7 F -0.593
8 O 0.074
9 O -0.037
10 O -0.426
11 N 0.748
12 N 0.754
13 N 0.929
14 N 0.765
15 N 0.061
16 N 0.309
17 N 0.433
18 C -1.176
19 C -1.280
20 C -0.877
21 C -1.511
22 C -0.498
23 C -1.156
24 C -0.548
25 C -0.353
26 C -0.955
27 C -0.191
28 C -0.465
29 C -0.887
30 C -0.936
31 C -1.337
32 C -1.936
33 C -0.608
34 C -0.665
35 C -0.858
36 C -1.414
37 C -1.363
38 C -1.441
39 C -0.307
40 C -1.572
41 C -0.556
42 C -0.149
43 C -1.456
44 C -0.399
45 C -0.346
46 C -0.524
47 C -1.496
48 C -0.886
49 C -0.035
50 C -0.426
51 C -0.706
52 C -1.826
53 C -0.647
54 C -0.250
55 C -0.902
56 C -1.129
57 C 0.117
58 C -0.900
59 C -0.581
60 C -0.646
61 C -0.003
62 C -0.422
63 C -0.394
64 C 2.096
65 C -0.731
66 C -0.542
67 C -0.899
68 C -0.630
69 C -0.391
70 C -0.907
71 C -0.083
72 C -1.275
73 C -1.316
74 H 0.381
75 H 0.485
76 H -0.077
77 H 0.634
78 H 0.626
79 H 0.161
80 H 0.477
81 H 0.376
82 H 0.371
83 H 0.479
84 H 0.390
85 H 0.074
86 H 0.238
87 H 0.458
88 H 0.632
89 H 0.354
90 H 0.409
91 H -0.059
92 H 0.469
93 H 0.369
94 H 0.459
95 H 0.349
96 H 0.522
97 H 0.411
98 H -0.514
99 H 0.347

A 10-piece molecular cluster, C56H140N10O16 overall at a distorted geometry, computed with ωB97M-V/def2-TZVPD.

```
222
C56H140N10O16, DFT ωB97M-V/def2-TZVPD
O -2.14638 1.05032 -3.58991
O 3.01685 2.88168 1.73737
O 0.37055 -1.85794 -0.75621
O -1.07737 -3.89610 2.39897
O -1.33094 -1.58133 0.46683
O 6.54862 -4.75131 -0.94093
O 5.13337 2.49395 -1.90452
O -0.41656 3.12925 4.76141
O 0.18844 0.01279 0.33492
O 4.25321 0.44842 -2.31009
O -3.30227 0.70840 -1.78596
O -2.21889 -5.14237 -1.84505
O -3.06023 2.68682 -2.53274
O 1.68465 4.15990 -6.45092
O 6.21793 0.63609 -1.41671
O -7.91326 2.36648 -0.35506
N -2.84939 1.48857 -2.63956
N -5.19791 3.44186 0.35911
N 4.18742 -2.67909 -1.00520
N 0.08143 0.17094 5.25421
N 1.49744 2.76010 -3.74216
N 6.14062 3.29339 1.69210
N 5.20342 1.19594 -1.91136
N -0.25234 -1.11855 0.02438
N -4.25728 -4.06021 2.49594
N -2.53349 -3.05576 -4.07565
C -0.29886 2.65136 6.05832
C 2.68867 -2.38003 -2.99419
C 6.68278 -3.40478 -1.33885
C -5.89421 4.07779 1.47263
C 0.46547 0.44590 3.77444
C -3.19015 -4.83512 3.15107
C 5.25348 2.14302 1.26225
C -1.99369 -0.31077 6.73341
C -1.57013 -3.06637 -2.91117
C -2.14635 -4.01635 -5.11534
C -4.99190 -4.85756 1.43859
C 7.49102 2.74812 2.17519
C -1.86916 -5.04427 2.32768
C 3.39789 2.09210 -5.31921
C 1.94424 0.45028 3.51880
C 5.60532 4.27278 2.71908
C -1.43130 -0.03254 5.31268
C -3.63457 -2.82974 1.82054
C -3.68303 3.53289 0.45022
C 3.55835 -1.62277 -0.17534
C 0.76172 -1.07908 5.70646
C -1.31431 -1.30993 -5.51241
C -5.65694 4.12406 -0.91174
C -5.30035 -3.77399 3.55580
C 5.66907 -2.60363 -0.63866
C -5.62139 1.96226 0.27533
C 0.47861 1.31854 6.17531
C 1.16636 3.74794 -2.62172
C -4.41820 -2.64018 -2.40925
C -9.24630 2.43590 0.08222
C 1.66177 4.91882 -7.62011
C -2.94077 3.04762 1.72596
C 2.95452 2.98350 -4.18165
C 0.57547 4.25406 -5.62581
C 8.29399 1.83148 1.23016
C 3.85464 -4.58627 0.67888
C 5.25187 3.66433 4.02339
C 0.46669 2.95853 -4.88533
C 1.29752 1.38718 -3.24061
C 1.72457 3.31727 1.24081
C -1.12808 -4.45949 -2.46948
C -7.08252 1.69576 0.53408
C -5.58754 5.49657 1.91173
C -2.47193 -1.65442 -4.65418
C -3.96145 -3.39763 -3.62319
C -0.95885 4.43347 4.73076
C -5.89440 -5.97768 1.87619
C 3.62527 -3.99710 -0.72925
C 6.46062 4.11579 0.47277
C -4.50402 -1.67156 1.42236
C -1.71059 -6.43988 -1.43914
C 3.88654 2.53794 0.68610
C 4.11944 -2.43258 -2.50417
C 7.45340 -5.67321 -1.52706
C -0.19023 3.61428 -1.87429
C 0.14772 -3.97810 1.60667
H -6.67902 3.87225 -1.04954
H -2.13254 -5.37126 1.29935
H -5.65085 3.36229 2.28235
H 1.72550 1.18455 -2.26696
H 5.16924 1.50150 2.11804
H -5.61694 -4.61582 4.14033
H 8.47034 -5.43151 -1.25821
H 7.32730 -5.57557 -2.59609
H 2.90029 2.44620 -6.20129
H 2.01484 4.37074 -8.49147
H 3.39434 -3.89489 1.38222
H -4.51239 -3.16050 -4.53705
H 2.53324 -0.37210 3.98403
H 1.83016 -0.89028 5.64886
H 0.49691 -1.83913 4.99332
H -4.16250 -5.25168 0.83468
H -1.82235 0.87174 4.89354
H -1.17458 -3.71518 -5.45776
H -4.47658 5.68456 1.98499
H -6.19973 -3.41777 3.07205
H -5.16886 3.77388 -1.82114
H -5.28434 1.55211 -0.68276
H 0.64738 5.17403 -5.00252
H 7.64292 -3.02185 -0.96235
H -9.30573 2.96726 1.08983
H -2.87195 -2.62798 2.57994
H -1.90984 -2.44961 -2.06641
H 8.12635 3.61692 2.42071
H -5.52883 -2.83440 -2.47780
H 0.19690 1.34543 -3.26155
H 2.24640 -3.33393 -3.13132
H -3.26842 3.56192 2.64260
H 7.23987 -6.71635 -1.20806
H 4.77469 4.71588 2.11703
H 1.97052 3.66474 -1.89369
H -0.22583 2.75289 -1.15543
H 4.90611 -4.78350 0.84426
H -0.29380 4.49372 -6.23022
H -1.67901 0.44087 7.45303
H 8.86283 2.45101 0.55191
H 0.75451 -3.10113 1.84449
H 5.88941 1.60772 0.58799
H -3.02279 1.96191 1.81914
H 1.90732 4.20053 0.63570
H 4.03334 3.39139 0.03077
H 7.16808 4.88188 0.82023
H -3.90430 -2.98419 -1.50107
H -0.09818 -0.26937 3.17359
H 6.40474 4.98125 2.87646
H -9.77784 1.49421 0.12166
H 5.72959 -2.79742 0.43868
H 3.52745 2.62456 -3.32738
H -1.28447 2.47914 6.54376
H 1.59313 0.62605 -3.97177
H 5.77676 -1.53590 -0.77375
H -1.65554 -0.83061 4.62833
H 2.05524 0.43984 2.44130
H 0.00337 1.39611 3.50258
H 2.57235 -3.94495 -0.94492
H -6.05682 5.54927 2.88672
H -6.21424 -6.45641 0.95907
H 5.52645 4.55719 0.15023
H -5.15800 -1.25217 2.19773
H 0.24672 3.32216 6.70986
H -2.09281 -5.04676 -4.77636
H 6.12863 3.36027 4.58058
H -5.58620 -4.15387 0.82859
H -1.41200 -5.89078 2.80249
H -3.89548 -4.47462 -3.48470
H 6.88096 3.46434 -0.26322
H 4.09656 -4.57969 -1.50311
H 4.56819 -1.43840 -2.73466
H -5.21695 -2.04057 0.66110
H -0.14062 -4.08874 0.55355
H -3.01508 -4.41352 4.11685
H -0.77295 -5.06405 -3.30203
H -5.48662 -6.70092 2.58948
H 1.27295 3.77200 2.13843
H -2.46664 -6.94465 -0.83492
H 2.23663 5.84328 -7.54840
H 7.28639 2.19715 3.08034
H -3.42688 4.58623 0.33880
H 3.92470 -1.80581 0.82330
H 0.66899 5.24276 -7.95640
H -0.64935 -2.59097 -3.26800
H -3.07741 -0.19565 6.61435
H -0.50230 5.04914 5.49212
H -0.09160 4.50294 -1.25981
H -3.23809 -3.25524 0.90623
H -7.31421 1.95930 1.56868
H -2.01649 4.42029 5.04377
H -1.25523 -1.71016 -6.51897
H -1.11194 3.66995 -2.49476
H 4.49708 2.26736 -5.41450
H 9.02874 1.18883 1.79115
H 2.11143 -1.80970 -2.30475
H 0.35488 0.95044 7.20038
H 3.38273 -5.57196 0.69084
H 0.65261 -4.87992 1.95175
H -3.62330 -5.84750 3.22368
H 7.64094 1.12342 0.69517
H 2.35885 1.44606 3.82696
H -1.70457 -1.26683 7.10689
H -5.43401 5.16750 -0.82820
H -1.46082 -0.25074 -5.77497
H 1.55361 1.42349 5.94005
H -2.85714 -3.93992 -5.92051
H -0.49865 3.07455 -4.46311
H -0.83622 4.91479 3.76177
H 6.73132 -3.24165 -2.41132
H -1.90091 3.22239 1.51656
H -0.32048 -4.27739 -1.74052
H -4.36129 -1.57283 -2.51389
H -3.45564 2.94059 -0.42381
H 4.66403 -3.25878 -2.96500
H 3.77311 -0.63652 -0.56756
H -7.26174 0.61783 0.44496
H 1.04285 2.63944 0.67960
H -6.01336 6.28564 1.29510
H -0.81754 -6.34982 -0.80085
H -0.34466 -1.41022 -5.03807
H 1.15143 4.72951 -3.12416
H 4.48703 2.84150 3.92759
H -2.54770 -0.95549 -3.84462
H -3.36092 -1.45744 -5.26335
H -5.05100 -2.91308 4.15519
H -1.45940 -7.04844 -2.31066
H -9.72240 3.03472 -0.65743
H 2.47405 -1.72932 -0.22292
H 3.30050 1.03071 -5.15605
H 4.85884 4.53008 4.55996
H 0.61041 2.18528 -5.57789
H -6.99530 4.00748 1.31420
H 0.41369 -1.34289 6.69520
H -5.02785 1.45784 1.02982
H 2.82383 -1.92710 -3.97371
H -6.80222 -5.65793 2.35948
H -3.77647 -1.02556 0.91416
H 3.11311 4.01579 -4.45289
H 3.57154 1.79351 -0.04491
```

E_LUMO	-6.9	eV
electronic energy	-107954.7702	eV
total charge	+4

Mulliken atomic charge list, values in e, 99 entries:
1 O -0.744
2 O -0.171
3 O 0.392
4 O -0.128
5 O 0.064
6 O -0.229
7 O -0.665
8 O 0.006
9 O -0.649
10 O -0.371
11 O -0.470
12 O -0.151
13 O -0.730
14 O -0.255
15 O -0.737
16 O -0.359
17 N 1.071
18 N 1.042
19 N 1.478
20 N 0.423
21 N 0.935
22 N 0.154
23 N 0.920
24 N -0.357
25 N 0.651
26 N 0.720
27 C -0.942
28 C -1.220
29 C -1.248
30 C -0.297
31 C 0.828
32 C -0.748
33 C -0.071
34 C -1.395
35 C 0.290
36 C -1.121
37 C 0.140
38 C -0.485
39 C -0.176
40 C -1.309
41 C -0.676
42 C -0.267
43 C -0.571
44 C 0.023
45 C -0.622
46 C -0.362
47 C -1.045
48 C -1.735
49 C -0.762
50 C -1.218
51 C -0.212
52 C 0.309
53 C -0.958
54 C -0.882
55 C -0.651
56 C -0.753
57 C -0.864
58 C -0.607
59 C 0.417
60 C -1.260
61 C -1.030
62 C -1.537
63 C -1.158
64 C -0.148
65 C -0.540
66 C -0.591
67 C -0.462
68 C -1.320
69 C -1.377
70 C -0.191
71 C -0.563
72 C -1.007
73 C -1.536
74 C -0.153
75 C -1.160
76 C -0.929
77 C -0.972
78 C -0.306
79 C -0.605
80 C -0.835
81 C -0.503
82 C -0.304
83 H 0.303
84 H -0.295
85 H 0.498
86 H -0.363
87 H 0.507
88 H 0.383
89 H 0.323
90 H 0.346
91 H 0.354
92 H 0.279
93 H 0.291
94 H 0.611
95 H 0.489
96 H 0.431
97 H 0.311
98 H -0.145
99 H 0.402

The following frontier orbital gap values (in eV) correspond, in order, to the records above: 10.44 8.85.